{
  "formula": "C13H27N5O4RuTe",
  "method": "the ωB97M-V functional and the def2-TZVPD basis",
  "gap_ev": [5.7951, 7.6776],
  "charge": 1,
  "e_homo_ha": [-0.3045, -0.3931],
  "total_energy_ev": -39422.4134,
  "s_squared": 8.774,
  "lumo_energy_ev": [-2.49, -3.02],
  "multiplicity": 6,
  "de_lowest_ev": 1.702,
  "elements": ["Ru", "C", "C", "N", "O", "C", "C", "N", "O", "H", "H", "H", "H", "H", "H", "H", "N", "C", "C", "Te", "C", "H", "H", "H", "H", "H", "H", "N", "C", "C", "N", "C", "C", "H", "H", "H", "H", "H", "H", "H", "H", "H", "H", "H", "C", "C", "O", "O", "H", "H", "H"],
  "xyz": [[-0.18567, -0.11715, -0.52289], [-0.29489, 2.91298, 2.97089], [-0.12680, 1.75695, 2.02340], [-0.65851, 1.78350, 0.78109], [-1.43331, 2.94806, 0.47955], [0.58635, 0.60566, 2.41584], [1.21197, 0.50387, 3.78268], [0.66771, -0.38417, 1.53924], [1.41665, -1.47194, 1.94779], [-0.26556, 3.86206, 2.43626], [0.50716, 2.92390, 3.70279], [-1.23764, 2.84569, 3.52506], [-1.92905, 3.19678, 1.26979], [0.48232, 0.70927, 4.56589], [2.03532, 1.21301, 3.88985], [1.60642, -0.49474, 3.93493], [2.68986, -0.90714, -0.62894], [1.88836, -0.14407, -0.99753], [1.43981, -4.20226, 2.24605], [2.02997, -2.85727, 0.68919], [4.00801, -2.68150, 1.44249], [2.01677, -5.12484, 2.18435], [0.38114, -4.41452, 2.11761], [1.61209, -3.70474, 3.19774], [4.18305, -3.40732, 2.23301], [4.11938, -1.66940, 1.82223], [4.70998, -2.83564, 0.62484], [-1.52468, 3.04736, -2.42133], [-2.36749, 1.80719, -2.40536], [-1.85761, 0.78140, -3.40216], [-0.43782, 0.52652, -3.13028], [0.33565, 1.73087, -3.42930], [-0.04260, 2.80083, -2.41835], [-1.73631, 3.53635, -1.53002], [-1.77807, 3.62620, -3.21915], [-3.40081, 2.08922, -2.59687], [-2.29384, 1.38264, -1.40786], [-2.00864, 1.14603, -4.42781], [-2.42443, -0.13731, -3.26613], [-0.10400, -0.26570, -3.66392], [0.14378, 2.08689, -4.45092], [1.39886, 1.51943, -3.33108], [0.46098, 3.74489, -2.61372], [0.22061, 2.44860, -1.42305], [-2.39141, -3.78565, -0.68857], [-1.52762, -2.55692, -0.60898], [-0.47005, -2.58525, 0.07936], [-1.87522, -1.50626, -1.22150], [-2.65251, -4.10190, 0.32070], [-1.83349, -4.59509, -1.15891], [-3.29415, -3.58538, -1.25802]],
  "atomic_forces_ev_per_a": [[-0.91, 0.01, 0.31], [0.02, -0.18, -0.10], [-0.02, 0.30, -0.06], [0.06, -0.64, -0.36], [0.07, 0.09, -0.31], [0.31, -0.24, 0.35], [0.00, 0.03, -0.12], [-0.47, 0.21, -0.58], [0.12, -0.15, 0.13], [0.00, 0.02, 0.03], [-0.02, 0.02, 0.04], [-0.01, 0.08, 0.00], [-0.07, -0.12, 0.03], [0.01, 0.02, 0.00], [-0.01, 0.00, 0.03], [0.00, 0.01, 0.05], [0.45, 0.68, -0.54], [0.62, -0.33, 0.10], [0.03, 0.16, -0.23], [0.22, -0.47, 1.03], [-0.04, -0.14, -0.13], [0.04, 0.03, -0.04], [0.00, 0.04, -0.02], [0.03, -0.01, 0.00], [-0.07, 0.00, -0.01], [-0.10, 0.02, -0.02], [-0.05, 0.02, -0.02], [-0.07, 0.15, 0.71], [0.03, -0.64, -0.13], [0.15, 0.08, -0.09], [-0.43, 0.39, 0.18], [-0.17, -0.02, 0.00], [0.36, -0.40, -0.16], [0.09, -0.05, -0.37], [-0.03, 0.11, 0.03], [0.04, 0.09, -0.04], [0.01, 0.14, 0.17], [-0.02, -0.05, -0.05], [-0.02, 0.02, 0.04], [0.01, -0.03, 0.03], [0.06, -0.01, -0.04], [0.00, 0.05, 0.06], [-0.08, 0.05, 0.01], [-0.07, 0.13, 0.14], [-0.04, 0.10, -0.03], [0.13, -0.17, 0.19], [-0.38, 0.11, -0.20], [0.20, 0.51, -0.05], [0.02, -0.02, -0.01], [0.03, 0.01, 0.02], [0.00, -0.02, 0.00]]
}

=====

{
  "formula": "C13H27O10",
  "method": "the ωB97M-V functional and the def2-TZVPD basis",
  "gap_ev": 3.7990,
  "charge": -1,
  "e_homo_ha": -0.0550,
  "total_energy_ev": -34390.2024,
  "lumo_energy_ev": 2.30,
  "multiplicity": 1,
  "de_lowest_ev": 3.110,
  "elements": ["C", "O", "H", "H", "H", "C", "C", "O", "C", "O", "O", "C", "H", "H", "H", "H", "H", "H", "H", "H", "C", "C", "O", "C", "O", "O", "C", "H", "H", "H", "H", "H", "H", "H", "H", "C", "C", "O", "C", "O", "O", "C", "H", "H", "H", "H", "H", "H", "H", "H"],
  "xyz": [[-2.15219, 1.81346, 1.23015], [-3.23279, 2.18135, 1.98392], [-2.44739, 1.15964, 0.40950], [-1.65818, 2.68940, 0.80969], [-1.48436, 1.22791, 1.86200], [1.50586, 7.61797, 1.87392], [1.83994, 6.27690, 1.23891], [1.41177, 5.98666, -0.13192], [0.10689, 6.25083, -0.64066], [-0.65386, 7.09075, -0.19243], [0.03653, 5.62683, -1.82670], [-0.98082, 6.00616, -2.82057], [0.42426, 7.70441, 1.97768], [1.85639, 8.51234, 1.35882], [1.82694, 7.67071, 2.91422], [1.61589, 5.33206, 1.73407], [2.92442, 6.19932, 1.16149], [-1.32628, 7.03609, -2.91005], [-1.87472, 5.42936, -2.58319], [-0.67049, 5.80853, -3.84660], [3.01230, -4.43617, -5.23621], [1.58021, -4.75789, -5.62283], [0.82538, -4.85586, -4.42792], [0.31555, -3.72274, -3.83885], [0.17202, -2.62041, -4.43142], [-0.08204, -3.95943, -2.54706], [-0.36850, -2.91090, -1.72710], [3.39888, -5.21484, -4.57868], [2.92957, -3.42269, -4.84362], [3.76231, -4.40593, -6.02657], [1.76007, -5.71502, -6.11237], [1.26582, -4.06620, -6.40439], [0.43830, -2.17814, -1.74251], [-0.67671, -3.11614, -0.70192], [-1.17600, -2.44157, -2.28903], [1.17846, -1.83650, 3.47822], [0.10582, -2.20399, 4.52270], [-0.49430, -3.39728, 4.30323], [-1.71732, -3.53137, 3.96444], [-2.60050, -2.66339, 4.04034], [-1.85509, -4.83613, 3.60549], [-3.09701, -5.43368, 3.34039], [1.73227, -0.95026, 3.78801], [0.84846, -1.74308, 2.44358], [2.00978, -2.54145, 3.47051], [-0.62292, -1.39506, 4.57421], [0.54372, -2.32144, 5.51393], [-2.98412, -6.47492, 3.64235], [-3.40532, -5.51698, 2.29822], [-3.86687, -4.95123, 3.94260]],
  "atomic_forces_ev_per_a": [[-2.01, 0.36, 1.42], [-0.17, 0.18, -0.08], [0.12, -0.52, -0.94], [0.90, 0.36, -0.47], [1.22, -0.37, 0.05], [-1.51, -0.37, 0.44], [0.65, -0.59, -0.84], [-2.08, 0.46, -0.99], [1.60, 2.10, 0.70], [0.80, -1.76, -0.62], [-0.18, 0.63, -0.61], [-0.82, -0.33, 0.63], [-0.06, 0.14, -0.27], [0.21, -0.35, -0.27], [0.55, -0.27, -0.07], [-0.72, 0.58, 0.89], [0.14, 0.19, -0.38], [0.61, 0.37, 1.09], [0.09, -0.12, -0.15], [0.70, -0.70, 0.45], [0.12, 0.86, 0.20], [2.15, -0.18, -1.14], [-1.24, 0.60, 1.24], [-0.75, 2.87, -1.27], [0.78, -3.69, 2.07], [2.33, -3.83, -2.78], [-1.18, 3.42, -0.71], [-0.21, 0.43, 0.59], [0.77, -0.12, 0.70], [-0.49, 0.06, -0.57], [-1.49, -0.54, 0.36], [-0.74, 0.17, 0.56], [0.16, -0.04, 0.30], [0.20, -0.83, -0.38], [-0.44, 0.82, 0.87], [0.73, -0.55, 0.48], [1.21, 2.98, 0.37], [1.50, -2.53, -0.58], [-4.39, 1.26, -0.14], [1.86, -2.46, -0.48], [0.73, 0.54, -0.39], [-0.79, -0.39, 0.65], [-0.62, 0.48, -0.04], [-0.38, 0.20, 0.24], [-0.23, -0.65, 0.00], [-0.16, -0.06, -0.01], [0.34, 0.39, -0.01], [-0.02, 0.04, 0.32], [0.34, 0.78, -0.20], [-0.15, -0.04, -0.20]]
}

=====

{
  "formula": "C13H28BI2NO10S2",
  "method": "the ωB97M-V functional and the def2-TZVPD basis",
  "gap_ev": 9.1317,
  "charge": 0,
  "e_homo_ha": -0.3438,
  "total_energy_ev": -74448.6534,
  "lumo_energy_ev": -0.22,
  "multiplicity": 1,
  "elements": ["C", "B", "O", "C", "I", "O", "C", "O", "O", "C", "N", "C", "C", "C", "I", "H", "H", "H", "H", "H", "H", "H", "H", "H", "H", "H", "H", "O", "S", "O", "O", "C", "C", "C", "H", "H", "H", "H", "H", "H", "H", "H", "O", "S", "O", "O", "C", "C", "C", "H", "H", "H", "H", "H", "H", "H", "H"],
  "xyz": [[3.53812, -1.42881, 4.21508], [2.12583, -1.60767, 3.52522], [1.93950, -2.73264, 2.75252], [0.99301, -0.49796, 3.80006], [0.70926, -0.74280, 5.95326], [1.63457, 0.77944, 3.68435], [0.77814, 1.61289, 3.03379], [0.68088, 2.72938, 3.14448], [0.06050, 0.83194, 2.19764], [-0.30424, -0.38303, 2.94003], [-0.52098, -1.29903, 1.86661], [-1.62731, 0.01357, 3.65080], [-2.83579, -0.83030, 3.28071], [-2.82121, -2.19908, 3.95718], [-3.29382, -2.04766, 6.05282], [3.64280, -0.48022, 4.71748], [3.62909, -2.18566, 4.99203], [4.34011, -1.60512, 3.50615], [2.35107, -3.45732, 3.24252], [-0.47518, -2.26489, 2.16119], [0.12022, -1.10431, 1.11181], [-1.86238, 1.02443, 3.36306], [-1.57277, 0.00590, 4.73461], [-3.68826, -0.29473, 3.68442], [-2.99588, -0.89383, 2.21565], [-3.53353, -2.85201, 3.48967], [-1.82694, -2.60670, 3.88739], [0.12922, -2.81616, -1.59246], [1.33793, -2.07031, -1.75313], [1.34846, -0.64540, -1.60717], [2.00095, -2.45474, -3.14327], [1.19238, -2.34953, -4.33588], [1.02050, -0.91536, -4.79708], [2.57471, -2.74607, -0.70733], [0.22795, -2.83329, -4.17331], [1.71936, -2.92293, -5.09602], [0.42301, -0.33884, -4.09286], [0.51754, -0.88736, -5.76311], [1.98842, -0.42147, -4.88649], [2.59447, -3.82439, -0.83951], [2.30722, -2.49700, 0.31820], [3.53526, -2.30472, -0.96130], [0.57084, 3.98427, -3.41598], [-0.48872, 3.02444, -3.37141], [-0.82383, 2.25756, -4.53263], [-1.80677, 3.74928, -2.83718], [-2.23221, 4.94962, -3.50499], [-2.90746, 4.66325, -4.83259], [-0.25316, 1.93571, -2.01319], [-1.38549, 5.62738, -3.62738], [-2.93699, 5.42937, -2.82801], [-2.20128, 4.25695, -5.55572], [-3.32856, 5.58007, -5.24661], [-3.70477, 3.93054, -4.70705], [-0.03968, 2.52221, -1.12328], [0.58777, 1.29454, -2.25260], [-1.15191, 1.33865, -1.88116]],
  "atomic_forces_ev_per_a": [[-0.67, -0.15, -0.01], [0.57, 0.17, 0.38], [-0.92, -0.04, 0.72], [0.89, -0.26, -0.20], [-0.10, -0.37, -0.07], [-0.05, -0.01, 0.73], [0.24, -5.97, -1.08], [0.02, 6.31, 0.60], [-0.66, -0.02, -0.09], [-0.27, 1.67, -0.83], [-0.07, -0.53, 0.40], [-0.31, -0.79, 0.01], [-0.30, 0.18, 1.03], [0.13, 0.75, -0.38], [0.01, -0.17, -0.30], [0.22, 0.34, 0.01], [0.09, -0.23, 0.15], [0.19, 0.10, -0.15], [0.37, -0.13, -0.60], [0.12, -0.04, -0.21], [0.17, -0.20, -0.05], [0.18, 0.45, -0.16], [0.28, 0.04, 0.09], [-0.34, 0.17, -0.07], [0.20, -0.26, -0.34], [-0.29, -0.44, 0.11], [0.25, -0.50, 0.21], [-0.31, 0.23, 0.04], [0.67, -0.41, -0.26], [-0.24, -0.03, 0.19], [0.06, -0.01, 0.23], [-0.38, 0.19, -0.61], [0.05, 0.09, 0.29], [0.17, -0.06, 0.04], [0.05, -0.01, 0.18], [0.17, -0.08, 0.19], [-0.06, -0.01, -0.06], [0.01, -0.06, -0.01], [0.00, -0.04, -0.07], [-0.02, 0.00, -0.02], [-0.06, -0.01, -0.02], [-0.03, 0.03, -0.03], [0.10, 0.07, -0.27], [-0.35, -0.10, 0.58], [0.17, 0.01, -0.21], [0.09, -0.14, 0.10], [-0.22, 0.45, -0.38], [0.13, -0.18, -0.10], [-0.10, 0.17, 0.05], [0.09, -0.13, 0.04], [0.06, -0.17, 0.17], [0.00, 0.02, 0.01], [-0.01, 0.03, 0.08], [-0.04, 0.06, 0.03], [-0.02, 0.02, -0.01], [0.03, 0.02, -0.05], [0.01, -0.01, -0.03]]
}

=====

{
  "formula": "C13H28Br2NO2",
  "method": "the ωB97M-V functional and the def2-TZVPD basis",
  "gap_ev": 7.7245,
  "charge": 1,
  "e_homo_ha": -0.4073,
  "total_energy_ev": -159592.8030,
  "lumo_energy_ev": -3.36,
  "multiplicity": 1,
  "elements": ["C", "C", "C", "C", "C", "C", "Br", "C", "C", "Br", "C", "N", "H", "H", "H", "H", "H", "H", "H", "H", "H", "H", "H", "H", "H", "H", "H", "H", "H", "H", "C", "O", "C", "C", "O", "C", "H", "H", "H", "H", "H", "H", "H", "H", "H", "H"],
  "xyz": [[-3.85672, -3.33219, 2.32673], [-3.28648, -4.53093, 1.36546], [-1.78666, -4.28299, 0.75399], [-2.15223, -3.59717, -0.72669], [-0.78969, -2.84191, -1.26407], [-1.06705, -1.54111, -2.22250], [-2.84950, -1.81408, -3.17627], [-1.21321, -0.11963, -1.41909], [0.08478, 0.90623, -1.65135], [-2.82859, 0.89814, -2.11913], [-0.03427, -2.66278, 0.18045], [-0.88165, -3.22396, 1.34201], [-3.23811, -3.16208, 3.30899], [-4.95254, -3.66237, 2.66455], [-4.02310, -2.30956, 1.73478], [-4.02230, -4.58156, 0.42652], [-3.38884, -5.56465, 1.93112], [-1.23624, -5.32909, 0.59285], [-2.81339, -2.67528, -0.35945], [-2.62635, -4.32889, -1.51626], [-0.35676, -3.65162, -2.01951], [-0.27216, -1.46943, -3.10943], [-1.43070, -0.28359, -0.27382], [-0.14466, 1.69663, -2.49324], [0.22249, 1.48926, -0.63285], [1.09275, 0.31810, -1.85143], [0.27035, -1.58797, 0.55100], [0.94718, -3.33803, 0.17635], [-1.28143, -2.38829, 1.82198], [-0.28551, -3.68802, 2.08029], [2.70229, 6.36893, 0.22875], [3.69302, 5.56715, 0.86371], [3.12054, 4.51766, 1.64915], [3.19265, 3.17321, 0.91735], [2.35539, 3.16954, -0.24308], [3.09642, 3.36190, -1.44265], [3.19436, 6.98600, -0.52858], [1.94137, 5.75730, -0.26611], [2.22910, 7.02224, 0.96431], [2.08866, 4.75849, 1.93093], [3.71182, 4.44891, 2.56867], [2.81665, 2.39025, 1.58399], [4.22670, 2.92230, 0.65466], [3.63416, 2.44060, -1.69321], [3.80435, 4.19072, -1.36054], [2.39310, 3.58363, -2.24934]],
  "atomic_forces_ev_per_a": [[-1.03, -0.09, -0.14], [-0.76, 0.03, 0.49], [-2.71, -1.20, -3.13], [0.75, 1.54, 1.24], [-1.38, -1.71, -0.35], [0.02, 0.60, 0.12], [1.54, -1.63, -0.09], [0.83, 0.49, -0.31], [-0.18, -0.08, 1.14], [1.25, 0.67, 1.38], [2.98, 0.03, -0.64], [0.73, -0.57, 0.42], [-1.08, -0.32, -1.95], [2.49, 0.74, -0.69], [0.60, -2.19, 1.28], [1.75, 0.00, 2.11], [0.46, 2.22, -1.13], [-0.74, 2.62, 0.71], [0.66, -2.20, -1.23], [0.81, 1.71, 1.90], [-0.02, 1.80, 2.10], [-1.78, -0.13, 2.23], [0.41, 0.28, -2.36], [0.52, -1.88, 1.66], [-0.16, -1.02, -2.23], [-2.17, 1.13, 0.28], [-0.56, -2.06, -1.25], [-2.08, 1.63, -0.05], [-0.65, -1.13, -0.47], [-0.47, 0.77, -1.05], [0.20, 0.02, -0.10], [-0.49, -0.33, 0.01], [0.61, -0.02, -0.29], [-0.54, 0.33, 0.10], [0.38, 0.08, 0.06], [-0.15, -0.10, -0.07], [0.02, -0.10, 0.20], [0.03, 0.02, 0.07], [-0.12, 0.06, -0.01], [0.05, -0.08, -0.12], [-0.04, -0.04, -0.03], [0.02, 0.01, 0.04], [-0.07, 0.14, 0.00], [0.11, 0.08, -0.06], [-0.04, -0.06, 0.05], [0.00, -0.04, 0.16]]
}